# 1
C45H43FeIN3OPS3Si as an isolated structure, computed with ωB97M-V/def2-TZVPD.

Geometry (Å):
C: 4.027 -2.175 3.206
C: -1.519 1.084 2.918
H: 2.068 2.953 -0.357
C: 2.797 -0.583 1.238
C: 2.166 -5.260 -1.558
C: 0.316 -4.833 4.367
C: 1.101 2.737 -3.200
H: 2.782 -1.319 -1.856
N: -3.139 2.390 5.774
C: 2.981 -0.256 -1.696
C: -3.184 1.437 -0.736
H: -1.557 3.173 -5.953
H: -2.664 0.117 0.685
H: 1.853 2.596 -2.432
H: 1.002 -5.285 5.072
C: 3.912 -0.805 3.385
C: -0.805 3.065 -5.181
H: 3.107 -5.061 -3.475
H: -0.959 -3.745 -3.236
H: 3.572 -3.833 1.918
C: -0.117 -4.507 -1.414
H: 4.501 -2.788 3.965
H: 0.550 0.250 -2.850
C: -0.154 4.100 1.050
H: 2.811 2.427 1.119
H: 2.483 -2.430 0.215
H: -2.728 -2.047 1.973
H: -2.301 -5.625 2.373
C: -4.558 3.765 -1.386
C: 3.509 -2.758 2.057
H: 1.130 -2.859 4.590
H: 0.817 7.325 1.387
C: -4.575 1.435 -0.776
H: 0.228 5.052 -2.181
C: -1.446 -3.662 2.559
H: 4.295 -0.340 4.286
C: -0.254 2.714 -2.859
C: -1.369 -4.330 -0.611
H: -2.621 4.670 -1.569
C: 0.539 3.099 -5.508
C: 1.495 2.933 -4.512
C: -0.138 2.723 4.162
C: -2.486 2.590 -1.053
C: 0.390 -3.473 4.098
H: 0.206 5.329 2.751
Fe: -0.319 0.329 -0.312
H: 3.046 -5.671 -1.079
H: -1.360 -4.989 0.256
H: 0.405 -1.330 -2.113
P: -0.684 2.415 -1.107
N: 0.798 3.380 4.329
C: -0.644 -5.613 3.736
C: 0.545 6.394 0.904
S: -0.080 0.794 1.942
H: -2.256 2.833 -3.622
C: 1.013 -5.048 -0.815
C: -3.176 3.763 -1.357
N: -2.444 0.278 -0.332
C: 0.209 5.107 -1.101
C: 0.195 5.291 1.669
C: -0.082 -4.174 -2.765
H: -0.398 3.239 1.656
C: 0.551 6.301 -0.480
C: -1.201 2.871 -3.862
H: -5.113 0.532 -0.516
H: 0.828 7.156 -1.083
C: 1.075 -4.369 -3.503
H: 3.702 2.286 -0.400
H: 4.055 -0.140 -1.525
H: -0.418 -1.824 2.983
C: 3.308 -0.021 2.410
H: 0.845 3.249 -6.536
H: -2.247 -4.546 -1.222
C: -2.394 -3.022 1.599
C: -1.333 1.969 3.982
Si: 2.050 0.420 -0.185
H: -6.338 2.591 -1.124
C: -0.063 -0.349 -2.186
H: 2.550 2.948 -4.758
H: -0.719 -6.671 3.954
H: -3.263 -3.651 1.384
O: -0.417 -1.864 0.200
C: 2.200 -4.916 -2.901
H: 3.236 1.047 2.576
H: 0.988 -5.296 0.240
C: -0.143 3.992 -0.339
H: -5.096 4.674 -1.625
I: -1.777 -0.752 -3.455
H: 2.724 0.267 -2.620
C: -2.351 2.193 4.955
C: 2.714 2.183 0.060
C: -5.255 2.593 -1.106
S: -3.015 0.281 2.725
C: -0.477 -2.886 3.190
H: 1.097 -4.091 -4.549
C: -1.525 -5.025 2.839
S: -1.701 -2.618 -0.031
C: 2.893 -1.967 1.099
H: -2.803 -0.534 -0.830

For the highest occupied orbital energy (spin up / spin down), the calculation gives -4.69 / -4.68 eV. The expectation value of S² is 0.803. For the LUMO energy (spin up / spin down), the calculation gives 1.8763 / 1.8680 eV. The calculation puts the frontier orbital gap (spin up / spin down) at 6.6 / 6.6 eV. The multiplicity is 2. The total charge is -1.

Atomic partial charges in e from the Löwdin method, atoms 1 to 2:
1 C -0.117
2 C -1.050

=====

# 2
A 2-piece molecular cluster, C45H44BF9N2O2 overall at a distorted geometry, computed with ωB97M-V/def2-TZVPD.

Geometry (Å):
H: -4.482 3.748 0.150
H: -2.767 -1.235 -0.573
H: 2.505 7.299 2.786
H: 6.342 4.113 2.842
H: -3.837 -4.829 -0.688
C: 3.758 -4.367 -1.495
H: -2.394 -3.938 -3.179
C: -1.265 0.885 -2.278
C: 4.198 4.340 2.864
C: -1.867 -3.074 0.231
H: 0.631 2.898 -0.130
C: 4.549 -4.254 -0.362
C: -4.719 2.595 -4.204
C: -6.297 2.882 -0.511
H: 3.850 0.234 2.599
H: -4.702 1.519 -4.006
F: 4.866 1.741 6.269
H: -4.609 5.561 -2.504
C: -5.053 3.674 -0.772
C: -1.833 -1.625 -0.132
C: -2.436 1.571 -2.565
H: -1.573 -1.023 0.735
F: -7.024 2.780 -1.674
C: -5.258 4.447 -5.662
H: -0.476 -6.935 -0.772
C: 0.877 -6.841 0.939
C: 4.097 2.274 5.273
C: 5.742 6.194 2.670
C: 2.321 2.973 1.173
F: 3.802 3.574 5.608
C: -2.808 -5.179 -0.884
H: -1.548 -2.502 -2.633
H: 4.611 -3.766 1.730
C: 6.029 -4.548 -0.506
F: 6.214 -5.786 -1.085
C: -3.066 -3.233 1.163
H: -5.310 6.416 -4.698
C: -4.973 3.090 -5.486
H: 2.152 -3.417 1.867
H: -1.024 -1.454 -0.849
H: 4.849 8.155 2.563
H: 1.792 -4.222 -2.313
C: 1.393 2.315 0.396
C: 3.122 5.247 2.930
C: -2.855 1.888 -0.199
C: 3.186 2.261 2.046
H: 1.743 -6.925 0.273
H: -3.263 -2.741 -2.200
C: 3.983 -3.898 0.857
C: 2.378 -4.182 -1.402
H: -3.974 -2.876 0.647
H: 2.368 4.063 1.137
H: 6.771 6.543 2.579
H: -2.925 -2.610 2.058
C: -1.578 1.403 0.073
F: 6.677 -3.638 -1.311
C: 5.515 4.824 2.792
O: -0.538 -4.412 -1.255
H: -5.595 4.830 -6.630
F: -5.978 1.599 -0.134
H: -3.212 -4.265 1.489
N: -4.277 3.007 -1.832
H: 0.985 -7.372 1.895
H: -0.691 0.452 -3.106
C: 0.027 -5.599 0.969
C: 0.497 0.199 -0.590
F: 6.686 -4.572 0.687
H: -2.462 -5.808 -0.055
C: 2.599 -3.725 0.931
C: -3.227 2.152 -1.547
H: 0.898 -0.602 -1.220
H: -4.959 2.405 -6.343
H: -0.392 -5.412 1.968
C: 1.404 0.886 0.287
H: 4.223 -4.601 -2.445
C: 4.666 7.086 2.676
C: -4.718 4.865 -3.344
C: 2.319 0.192 1.133
H: -2.671 1.705 -3.619
H: -1.261 -7.400 0.825
H: 2.109 4.865 3.080
H: 4.890 1.187 3.654
C: -0.739 0.869 -0.953
H: -2.818 -5.806 -1.785
O: -0.636 -3.349 0.887
C: -5.118 5.347 -4.590
F: -7.127 3.397 0.440
H: 2.256 -0.897 1.152
C: 3.183 0.843 1.989
F: 2.901 1.600 5.260
H: 5.725 2.742 4.047
C: -2.302 -3.238 -2.345
C: -4.531 3.484 -3.130
H: -5.401 4.664 -1.097
C: 4.769 2.227 3.937
C: 3.357 6.615 2.799
B: 0.127 -4.164 0.003
C: 1.775 -3.987 -0.162
C: -1.883 -3.986 -1.096
H: -3.523 2.124 0.623
N: 3.963 2.950 2.955
H: -1.243 1.341 1.100
C: -0.462 -6.850 0.316

For the highest occupied orbital energy, the calculation gives -6.05 eV. For the LUMO energy, the calculation gives -2.8098 eV. Its energy above the lowest of the compared OMol25 structures with the same formula, charge and spin is 5.3 kcal/mol. The calculation puts the frontier orbital gap at 3.2 eV. The total charge is 0.

Atomic partial charges in e from the Löwdin method, atoms 1 to 2:
1 H 0.133
2 H 0.105